<P>
18
Properties=species:S:1:pos:R:3 method="wB97M-V/def2-TZVPD" e_lumo_ev=0.55 orbital_gap_ha=0.383 smiles="N[C@@]1(C(=O)O)C[C@H]1CO"
C 0.35169 0.41680 0.10023
C -0.24482 -0.95336 0.16825
C -0.11161 -0.13706 1.42894
C -1.63994 -1.18540 -0.45695
C 1.92517 0.48353 -0.07343
N -0.35387 1.56400 -0.49187
O 2.47590 -0.48913 -0.83370
O -2.59640 -0.22329 -0.05157
O 2.59837 1.38852 0.39278
H 3.43273 -0.27870 -0.83638
H -2.17375 0.64766 -0.20007
H 0.37483 -1.82973 0.01919
H -0.03956 2.42194 -0.03079
H -0.07766 1.67478 -1.46938
H -1.00905 0.26715 1.88423
H 0.65100 -0.42538 2.14485
H -1.99633 -2.17075 -0.14576
H -1.56668 -1.17157 -1.54857



<Q>
18
Properties=species:S:1:pos:R:3 method="wB97M-V/def2-TZVPD" e_lumo_ev="0.02 / 0.02" orbital_gap_ha="0.285 / 0.285"
C 0.21921 -0.65200 0.36076
C -0.40352 0.05767 -0.67046
C -1.84421 1.10082 -0.13401
C 0.34635 -2.13752 0.21579
C 1.01703 0.85605 -1.05966
N 0.47012 -0.14568 1.57699
O -2.61873 0.12118 0.15697
O 1.27272 1.88222 -0.20444
O 1.48216 0.81932 -2.16997
H 1.80252 2.54709 -0.67640
H -0.66959 -0.48688 -1.56361
H 0.42500 0.84948 1.72461
H 0.91604 -0.69794 2.28371
H -2.04370 1.69193 -1.04341
H -1.43934 1.74836 0.66571
H 0.99444 -2.39646 -0.62366
H 0.72006 -2.59534 1.12997
H -0.64658 -2.56230 0.03111



<R>
18
Properties=species:S:1:pos:R:3 method="wB97M-V/def2-TZVPD" e_lumo_ev=0.19 orbital_gap_ha=0.327 smiles="CC(=O)[C@@](C)(O)CN=O"
C -0.44728 0.24945 -0.31103
C -0.16343 -1.16904 -0.86268
C -1.11972 0.25450 1.06016
C 1.87712 0.44201 0.88287
C 1.00914 0.77253 -0.29480
O -1.18828 0.99094 -1.23790
N -1.38368 -2.02573 -1.02515
O -2.49139 -1.59373 -0.90676
O 1.35237 1.53453 -1.17580
H -0.55666 1.54285 -1.73263
H 0.47496 -1.78268 -0.22222
H 0.24138 -1.13306 -1.87931
H -0.66513 -0.46814 1.73232
H -1.04380 1.24780 1.49707
H -2.16786 -0.00138 0.92918
H 2.91885 0.62337 0.62784
H 1.74810 -0.58506 1.21167
H 1.60531 1.10085 1.70720



<S>
18
Properties=species:S:1:pos:R:3 method="wB97M-V/def2-TZVPD" e_lumo_ev=0.52 orbital_gap_ha=0.333
C 1.28732 0.36180 -0.49832
C -2.16817 0.54281 0.63952
C 2.22735 -0.36138 0.44372
N -0.75294 0.16528 0.59905
C -0.18089 -0.89825 -0.63572
C 0.26486 1.22738 0.02046
O -0.89551 -0.59001 -1.76791
O 0.06986 -2.04456 -0.30851
O -0.14861 2.31200 -0.28609
H -0.94222 -1.41129 -2.28000
H -0.42710 -0.30725 1.43733
H 1.76810 0.77823 -1.38149
H -2.31342 1.30716 1.40167
H -2.44364 0.93398 -0.33641
H -2.76181 -0.33887 0.88179
H 3.09603 0.25901 0.68049
H 2.55388 -1.30303 -0.00607
H 1.76692 -0.63301 1.39646



Unit: hartree. Relative energies: <P> 0.0000; <Q> 0.0902; <R> 0.0774; <S> 0.0479.



<P>
11
Properties=species:S:1:pos:R:3 method="wB97M-V/def2-TZVPD" e_lumo_ev=0.73 orbital_gap_ha=0.350 smiles=CSS.N
N 5.48444 -2.98868 1.07261
H 6.33309 -3.27255 0.65465
H 5.96540 -2.10335 1.30553
H 4.86451 -2.65140 0.36431
C -3.92238 1.87190 -1.07627
S -3.01314 0.25683 -0.55022
S -2.17641 0.90097 1.06356
H -4.58250 1.45323 -1.67017
H -3.22022 2.42348 -1.64432
H -4.46404 2.37716 -0.30456
H -1.26874 1.73242 0.78489



<Q>
11
Properties=species:S:1:pos:R:3 method="wB97M-V/def2-TZVPD" e_lumo_ev=0.61 orbital_gap_ha=0.351 smiles=CSS.N
N 1.88872 -0.79888 0.52361
H 1.69142 -0.39296 -0.38722
H 1.70111 -1.78931 0.40465
H 2.89580 -0.71097 0.62491
C -1.04878 0.63102 0.80199
S -1.96476 -0.31232 -0.45056
S -1.82361 0.83662 -2.15588
H -0.35602 -0.09125 1.23714
H -0.51662 1.50076 0.46269
H -1.75339 0.84135 1.60021
H -0.71387 0.28593 -2.66154



Unit: hartree. Relative energies: <P> 0.0424; <Q> 0.0000.



<P>
12
Properties=species:S:1:pos:R:3 method="wB97M-V/def2-TZVPD" e_lumo_ev="-6.29 / -6.34" orbital_gap_ha="0.233 / 0.228" charge=+1
C 0.36192 0.44150 -0.26760
C 1.09255 -0.24324 0.70012
C -2.15986 0.68231 -0.62899
N 1.93319 -1.24924 0.54742
I -2.91045 -0.92543 0.45456
I -2.64413 2.59015 -0.11172
H 0.14275 1.40869 -0.03186
H 0.65277 0.17220 -1.30420
H 1.10792 0.00740 1.72561
H 2.00624 -1.44943 -0.43308
H 2.43247 -1.88677 1.11198
H -2.01536 0.45185 -1.76223



<Q>
12
Properties=species:S:1:pos:R:3 method="wB97M-V/def2-TZVPD" e_lumo_ev=-4.32 orbital_gap_ha=0.331 charge=+1
C 0.07868 -0.48153 -1.20171
C 0.19110 -0.49181 0.30146
C -1.13040 0.01085 -0.21622
N 1.01250 0.50608 0.92284
I -2.80546 -1.37267 0.11300
I -1.66797 2.08252 0.05114
H 0.66080 0.15003 -1.88696
H -0.03345 -1.38160 -1.77197
H 0.22760 -1.48486 0.62796
H 0.28978 1.47455 0.97192
H 1.77375 0.63099 0.28520
H 1.40306 0.35745 1.80333



Unit: hartree. Relative energies: <P> 0.0488; <Q> 0.0000.



<P>
10
Properties=species:S:1:pos:R:3 method="wB97M-V/def2-TZVPD" e_lumo_ev=3.80 orbital_gap_ha=0.299 charge=-1
C -1.00819 -0.22735 -2.59947
N -0.69022 -0.53377 -1.50994
N 1.41212 0.18346 0.99912
O -0.07957 0.42733 2.93735
O -1.37620 -0.04719 -3.71397
O -1.07812 -0.38620 0.82994
S -0.14588 0.65868 1.51648
H 2.02994 -0.08904 1.72732
H -0.84477 -0.67498 -0.43140
H 1.78089 0.68907 0.24456



<Q>
10
Properties=species:S:1:pos:R:3 method="wB97M-V/def2-TZVPD" e_lumo_ev=4.10 orbital_gap_ha=0.317 charge=-1
C -0.44522 -0.80702 1.60472
N 0.25552 0.19455 -0.42506
N -0.38260 -0.84301 0.29191
O -2.10979 -1.73623 -1.48467
O -0.91902 -1.66679 2.33011
O 0.26301 -2.22595 -1.75461
S -0.90928 -2.30228 -0.85228
H -0.01940 0.13547 2.03425
H -0.47912 0.72386 -0.90459
H 0.74785 -0.31795 -1.17068



Unit: hartree. Relative energies: <P> 0.0000; <Q> 0.0204.